Entry 1:
134
Properties=species:S:1:pos:R:3:mulliken_charge:R:1 method="wB97M-V/def2-TZVPD" relative_energy_kj_mol=0.0 total_charge=+1
C 4.41 -3.25 3.01 -1.213
C 3.19 -3.37 2.12 -0.411
O 2.93 -2.09 1.52 -0.062
B 2.48 -1.94 0.24 0.395
O 1.53 -2.75 -0.31 -0.952
C 3.30 -0.77 -0.56 -1.935
C 2.91 0.74 -0.71 2.871
C 3.67 1.52 0.43 -0.705
C 3.68 0.88 1.81 -1.400
O 2.34 0.59 2.22 0.046
C 2.13 0.53 3.57 -0.170
O 2.65 -0.25 4.28 -0.406
P 1.11 1.18 -0.47 -0.001
S -0.25 -0.20 -0.52 -0.308
C 3.50 1.23 -2.15 1.670
C 4.10 2.67 -2.12 -3.346
C 5.61 3.07 -2.11 1.295
N 6.19 3.11 -3.44 -0.557
N 5.59 4.45 -1.61 -0.799
N 6.45 2.17 -1.30 -0.461
P 2.15 1.67 -3.49 -0.511
N 3.06 1.43 -4.95 -0.501
O 1.10 0.42 -3.53 -0.464
C 4.55 0.10 -2.36 -0.406
S 5.76 -0.02 -3.66 0.185
N 3.91 -1.21 -1.88 1.269
C 4.96 -2.26 -1.61 0.209
C 6.23 -1.84 -0.89 -1.126
C 2.84 -1.88 -2.73 -0.929
C 3.01 -2.00 -4.24 -0.160
C 3.56 -3.34 -4.77 -0.957
C 4.52 -3.20 -5.95 -1.153
C 6.02 -3.15 -5.62 0.054
C 6.80 -2.39 -6.69 -0.760
C 8.26 -2.12 -6.36 -0.726
O 8.41 -0.88 -5.68 -0.333
C 9.15 -0.90 -4.47 -0.313
H 4.73 -4.24 3.33 0.444
H 5.24 -2.78 2.47 0.238
H 4.19 -2.66 3.90 0.266
H 3.36 -4.13 1.34 0.380
H 2.32 -3.68 2.69 0.374
H 1.66 -3.71 -0.24 0.347
H 4.18 -0.71 0.07 -0.012
H 4.71 1.62 0.13 -0.713
H 3.24 2.52 0.52 0.773
H 4.17 1.56 2.52 0.721
H 4.25 -0.05 1.83 0.327
H 1.42 1.29 3.91 0.446
H 1.13 1.88 0.73 0.163
H 0.94 2.24 -1.37 0.196
H 3.70 3.22 -2.99 0.954
H 3.63 3.20 -1.30 0.319
H 5.57 2.80 -4.17 0.172
H 6.52 4.05 -3.65 0.268
H 5.16 4.50 -0.69 0.261
H 6.55 4.79 -1.51 0.323
H 7.36 2.09 -1.74 0.272
H 6.57 2.53 -0.36 0.223
H 2.58 0.83 -5.60 0.253
H 3.14 2.33 -5.42 0.290
H 0.82 0.12 -4.40 0.347
H 5.25 0.30 -1.54 -0.350
H 4.97 0.08 -4.73 0.186
H 4.45 -3.03 -1.03 0.795
H 5.20 -2.70 -2.58 -0.356
H 7.04 -1.63 -1.59 0.249
H 6.11 -0.97 -0.24 0.081
H 6.56 -2.66 -0.25 0.408
H 2.81 -2.90 -2.33 0.661
H 1.89 -1.45 -2.45 0.817
H 2.00 -1.89 -4.63 0.381
H 3.58 -1.19 -4.67 -0.637
H 4.01 -3.93 -3.96 0.536
H 2.71 -3.94 -5.11 0.464
H 4.35 -4.03 -6.64 0.529
H 4.26 -2.30 -6.51 0.384
H 6.40 -4.18 -5.59 0.373
H 6.20 -2.69 -4.65 -0.069
H 6.31 -1.42 -6.87 0.289
H 6.77 -2.95 -7.63 0.463
H 8.83 -2.07 -7.29 0.377
H 8.69 -2.94 -5.77 0.342
H 9.73 -1.82 -4.37 0.370
H 8.48 -0.81 -3.61 -0.094
H 9.83 -0.06 -4.46 0.247
C -1.67 -0.37 3.27 -0.417
O -2.71 -1.30 3.47 -0.329
C -3.49 -1.10 4.64 -0.870
C -4.87 -0.58 4.31 -0.158
N -4.82 0.77 3.79 -0.282
C -6.07 1.27 3.22 -0.558
C -6.67 0.54 2.04 -0.302
O -5.94 0.65 0.83 -0.461
C -4.86 -0.25 0.69 -0.496
H -1.05 -0.75 2.46 -0.031
H -2.04 0.62 2.98 0.303
H -1.05 -0.26 4.17 0.361
H -2.97 -0.41 5.32 0.380
H -3.58 -2.07 5.14 0.416
H -5.47 -0.59 5.22 0.356
H -5.32 -1.30 3.60 0.181
H -4.09 0.84 3.09 0.045
H -5.89 2.31 2.91 0.350
H -6.82 1.30 4.01 0.259
H -7.64 1.00 1.84 0.213
H -6.87 -0.52 2.26 0.314
H -5.07 -1.21 1.15 0.261
H -3.93 0.15 1.11 0.187
H -4.70 -0.40 -0.38 0.269
C -12.75 4.52 3.68 -0.705
O -12.99 3.61 4.73 -0.343
C -13.72 2.44 4.36 -0.789
C -12.84 1.21 4.38 -0.186
N -11.85 1.25 3.31 -0.292
C -10.82 0.22 3.39 -0.766
C -9.92 0.17 4.62 -0.538
O -9.02 1.26 4.74 -0.306
C -9.55 2.45 5.29 -0.694
H -12.39 5.44 4.13 0.236
H -12.00 4.16 2.97 0.289
H -13.67 4.75 3.13 0.344
H -14.18 2.58 3.38 0.405
H -14.52 2.31 5.10 0.394
H -13.48 0.33 4.24 0.359
H -12.39 1.14 5.38 0.171
H -11.41 2.16 3.30 0.081
H -10.17 0.35 2.52 0.374
H -11.30 -0.75 3.29 0.405
H -9.30 -0.72 4.52 0.352
H -10.49 0.06 5.55 0.373
H -10.31 2.23 6.05 0.332
H -9.99 3.10 4.53 0.215
H -8.73 2.98 5.76 0.293

Entry 2:
115
Properties=species:S:1:pos:R:3:mulliken_charge:R:1 method="wB97M-V/def2-TZVPD" total_charge=-1
C -0.71 3.08 2.02 -0.937
C -1.81 2.65 0.91 -0.519
P -1.44 1.00 0.06 -0.169
C 0.19 1.35 -0.90 -0.895
N -2.59 0.55 -1.17 0.510
C -3.34 1.61 -1.85 -0.494
C -3.24 1.60 -3.49 -0.974
C -2.10 0.62 -4.06 -0.413
C -0.69 1.43 -4.27 -0.309
S 0.78 0.32 -4.41 1.220
O 0.55 -1.01 -3.70 -0.597
O 1.96 0.96 -3.69 -0.647
O 1.29 0.01 -5.98 -0.475
C -3.42 -0.66 -0.81 0.885
O -2.38 -1.71 -0.83 -0.177
C -2.75 -2.88 -0.15 0.262
O -3.71 -3.65 -0.38 -0.591
C -1.78 -3.35 1.05 0.477
C -0.33 -2.79 1.02 0.024
C 0.74 -3.18 2.08 -0.598
C 0.35 -4.19 3.20 -0.346
C -1.13 -4.74 3.24 -0.546
C -2.21 -4.34 2.17 -0.423
C -4.42 -1.08 -2.03 0.079
O -4.07 -2.01 -2.86 -0.678
O -5.62 -0.45 -2.28 -0.798
C -4.14 -0.48 0.60 0.409
C -5.47 -1.34 0.85 -1.355
F -4.52 0.90 0.91 -0.399
H -0.81 4.22 2.15 0.337
H -0.94 2.49 2.97 0.298
H 0.33 2.90 1.58 0.194
H -1.73 3.47 0.08 0.298
H -2.85 2.76 1.35 0.349
H 0.45 0.46 -1.56 -0.012
H 0.18 2.36 -1.43 0.298
H 1.03 1.41 -0.10 0.440
H -4.44 1.60 -1.51 0.274
H -2.98 2.68 -1.58 0.337
H -3.18 2.65 -3.93 0.381
H -4.25 1.15 -3.83 0.340
H -1.98 -0.37 -3.51 0.258
H -2.43 0.34 -5.14 0.383
H -0.62 2.24 -3.47 0.140
H -0.80 1.96 -5.29 0.196
H 1.13 -0.96 -6.11 0.349
H 0.03 -2.06 0.20 0.207
H 1.81 -2.79 2.05 0.327
H 1.14 -4.52 3.97 0.304
H -1.40 -5.49 4.07 0.272
H -3.26 -4.76 2.21 0.348
H -3.40 -0.77 1.44 0.288
H -6.21 -1.37 -0.01 0.252
H -5.28 -2.41 1.20 0.239
H -6.02 -0.82 1.73 0.414
C 5.68 6.26 1.98 -1.091
C 5.43 4.77 2.06 -0.179
O 5.13 4.37 3.40 -0.352
C 3.87 4.62 3.81 0.739
O 3.00 5.12 3.16 -0.557
O 3.77 4.23 5.10 -0.295
C 2.50 4.52 5.69 -0.603
H 6.45 6.56 2.69 0.290
H 6.00 6.54 0.97 0.362
H 4.78 6.83 2.22 0.301
H 6.33 4.23 1.77 0.296
H 4.63 4.45 1.38 0.309
H 1.68 4.12 5.08 0.227
H 2.39 5.59 5.83 0.339
H 2.47 4.03 6.66 0.209
C 4.65 1.98 7.49 -0.961
C 3.82 1.03 6.65 -0.067
O 4.39 -0.28 6.65 -0.361
C 4.15 -1.02 7.75 0.728
O 3.50 -0.68 8.70 -0.551
O 4.78 -2.20 7.60 -0.342
C 4.68 -3.05 8.74 -0.634
H 5.70 1.97 7.17 0.263
H 4.27 3.00 7.41 0.215
H 4.64 1.69 8.55 0.362
H 3.82 1.37 5.62 0.229
H 2.78 1.00 6.99 0.312
H 3.64 -3.19 9.04 0.297
H 5.27 -2.64 9.57 0.287
H 5.09 -4.02 8.47 0.227
C -3.44 -11.20 -0.09 -1.089
C -2.31 -10.43 0.57 -0.172
O -1.73 -9.50 -0.34 -0.372
C -2.41 -8.35 -0.52 0.752
O -3.45 -8.06 0.02 -0.561
O -1.76 -7.61 -1.42 -0.370
C -2.43 -6.40 -1.78 -0.330
H -3.10 -11.66 -1.02 0.287
H -3.82 -11.98 0.58 0.349
H -4.27 -10.53 -0.35 0.311
H -1.52 -11.13 0.86 0.287
H -2.64 -9.93 1.48 0.302
H -2.69 -5.81 -0.89 0.067
H -3.33 -6.63 -2.36 0.306
H -1.76 -5.81 -2.40 0.231
C 1.21 7.60 -8.52 -1.088
C 0.39 6.63 -9.34 -0.175
O 0.97 5.32 -9.33 -0.380
C 0.74 4.60 -8.23 0.746
O 0.09 4.94 -7.27 -0.565
O 1.38 3.42 -8.36 -0.361
C 1.29 2.58 -7.21 -0.578
H 2.25 7.59 -8.85 0.290
H 0.82 8.61 -8.61 0.349
H 1.21 7.32 -7.46 0.310
H 0.37 6.96 -10.38 0.287
H -0.65 6.60 -9.00 0.311
H 0.26 2.44 -6.90 0.223
H 1.88 3.01 -6.39 0.366
H 1.71 1.61 -7.46 0.234

Entry 3:
55
Properties=species:S:1:pos:R:3:mulliken_charge:R:1 method="wB97M-V/def2-TZVPD" relative_energy_kj_mol=30.7 smiles="O=S1(=O)C(=Cc2ccccc2)S(=O)(=O)c2ccccc21.C1=C(N2CCCC2)CCC1" total_charge=0
O -0.46 2.80 1.29 -0.625
S -0.08 2.69 -0.16 1.147
O -1.09 2.31 -1.21 -0.643
C 1.36 1.66 -0.37 -0.688
C 1.25 0.35 -0.54 0.468
C 2.39 -0.55 -0.78 0.016
C 3.46 -0.61 0.11 -0.153
C 4.57 -1.38 -0.17 -0.676
C 4.63 -2.09 -1.35 -0.345
C 3.59 -2.04 -2.25 -0.724
C 2.48 -1.28 -1.96 -0.271
S 2.93 2.53 -0.36 1.212
O 3.78 2.06 -1.51 -0.604
O 3.50 2.48 1.04 -0.621
C 2.16 4.10 -0.78 0.627
C 2.91 5.18 -1.20 -0.769
C 2.25 6.35 -1.54 -0.616
C 0.88 6.43 -1.46 -0.579
C 0.14 5.34 -1.03 -0.720
C 0.79 4.18 -0.70 0.237
H 0.26 -0.07 -0.55 0.382
H 3.43 -0.02 1.01 0.504
H 5.40 -1.41 0.52 0.405
H 5.52 -2.66 -1.59 0.395
H 3.65 -2.58 -3.18 0.393
H 1.67 -1.23 -2.67 0.478
H 3.98 5.09 -1.25 0.469
H 2.83 7.20 -1.87 0.404
H 0.38 7.34 -1.72 0.402
H -0.94 5.39 -0.95 0.460
C -1.25 -1.59 2.21 -0.635
C -2.47 -1.88 1.71 0.508
N -2.75 -2.26 0.38 0.087
C -4.09 -2.75 0.00 -0.687
C -3.99 -3.26 -1.45 -0.563
C -2.48 -3.36 -1.77 -0.536
C -1.74 -2.90 -0.50 -0.137
C -3.51 -1.79 2.80 -0.482
C -2.81 -1.17 4.02 -0.731
C -1.31 -1.33 3.68 -0.722
H -0.37 -1.52 1.60 0.423
H -4.35 -3.56 0.69 0.329
H -4.82 -1.95 0.12 0.349
H -4.50 -4.23 -1.56 0.279
H -4.50 -2.57 -2.14 0.255
H -2.19 -4.38 -2.05 0.337
H -2.22 -2.72 -2.62 0.301
H -0.93 -2.19 -0.71 -0.369
H -1.31 -3.74 0.05 0.334
H -3.87 -2.80 3.03 0.234
H -4.37 -1.21 2.46 0.307
H -3.09 -1.66 4.96 0.298
H -3.07 -0.10 4.12 0.277
H -0.71 -0.46 3.97 0.341
H -0.90 -2.19 4.22 0.237

no.,E_HOMO (eV),electronic energy (Eh)
1,-9.55,-3944.1112
2,-4.69,-3653.8659
3,-7.13,-2043.3958